C27H30BrCl2N6O6SV as an isolated structure. Source: OMol25; level of theory: ωB97M-V/def2-TZVPD.

```
74
Properties=species:S:1:pos:R:3:forces:R:3:mulliken_charge:R:1
V -0.7450 -0.0562 0.6824 -0.19 0.36 0.39 0.249
Br -0.7426 1.4789 -6.6219 -0.01 0.02 0.02 -0.248
C -0.4802 1.3707 -4.7337 0.07 -0.02 -0.05 -0.090
C 0.7521 1.7362 -4.2014 0.00 -0.06 -0.06 -0.673
C 0.9519 1.5628 -2.8418 -0.01 -0.11 0.10 -0.401
C -0.0358 1.0393 -1.9965 0.11 0.04 -0.18 0.462
O 0.2807 0.7853 -0.7413 -0.20 -0.31 0.31 0.186
C -1.3361 0.7981 -2.5388 0.03 0.02 0.02 -0.056
C -2.4661 0.5406 -1.7213 -0.08 0.00 0.00 -0.447
N -2.4132 0.5765 -0.3882 0.04 -0.27 -0.16 0.970
C -3.5288 0.5367 0.3901 0.09 0.17 0.07 0.302
C -4.8096 0.1334 0.0308 -0.05 0.06 -0.06 -0.856
C -5.8543 0.1894 0.9584 0.01 0.02 0.06 -0.858
C -5.6678 0.6509 2.2393 -0.02 -0.02 -0.06 -1.065
C -4.3791 1.0700 2.6463 0.01 0.01 -0.01 1.010
C -4.0885 1.5330 3.9420 0.07 0.02 0.00 -0.736
C -2.8084 1.9099 4.2566 -0.06 -0.01 -0.02 -1.149
C -1.8149 1.8089 3.2795 0.02 0.07 0.02 0.070
N -2.0329 1.3784 2.0495 -0.13 -0.35 0.09 0.020
C -3.3072 1.0079 1.7257 0.12 0.06 -0.04 0.729
C -1.5041 0.9240 -3.9365 -0.05 0.01 0.05 -1.002
H 1.5444 2.1031 -4.8398 -0.01 0.00 0.00 0.461
H 1.9118 1.7957 -2.3949 0.01 0.00 -0.01 0.421
H -3.4302 0.4570 -2.2170 0.01 -0.02 0.00 0.171
H -4.9908 -0.2737 -0.9539 0.00 0.00 0.00 0.349
H -6.8345 -0.1601 0.6564 0.00 0.00 0.01 0.347
H -6.4813 0.6760 2.9534 0.00 0.00 -0.01 0.372
H -4.8822 1.5797 4.6784 0.00 0.00 0.01 0.409
H -2.5479 2.2726 5.2417 -0.01 0.00 0.00 0.408
H -0.8065 2.1101 3.5318 0.01 -0.05 -0.02 0.214
H -2.4705 0.6968 -4.3701 0.00 -0.01 0.01 0.460
N 1.1152 2.0291 1.6648 -0.30 0.06 0.02 -0.184
C 1.9445 2.4038 2.7992 0.10 -0.07 -0.06 -0.912
C 1.8835 1.3475 3.8953 0.03 0.02 0.04 -0.305
C 2.4200 -0.0325 3.4974 0.04 -0.02 0.04 -0.647
C 1.4335 -1.0742 2.9746 0.01 -0.07 0.00 -0.692
N 1.0870 -0.9752 1.5462 -0.13 0.04 -0.27 0.457
H 1.3360 2.5157 0.8063 0.15 -0.11 -0.03 0.146
H 0.1360 2.2171 1.8433 0.02 0.16 -0.03 -0.047
H 1.6999 3.3905 3.2181 -0.04 -0.02 0.03 0.325
H 2.9800 2.4641 2.4514 -0.01 0.03 -0.02 0.431
H 0.8585 1.2379 4.2601 0.00 -0.02 -0.01 0.186
H 2.4608 1.7209 4.7473 0.02 0.02 -0.02 0.392
H 2.8655 -0.4762 4.3924 0.00 0.00 0.00 0.417
H 3.2474 0.0786 2.7855 -0.03 0.03 -0.03 0.078
H 0.5048 -1.0572 3.5491 0.00 0.04 0.01 0.366
H 1.8811 -2.0560 3.1502 -0.03 -0.02 0.01 0.457
H 0.8865 -1.9257 1.2314 0.02 -0.01 0.03 0.083
H 1.8769 -0.6597 0.9821 0.03 0.01 0.06 -0.069
O -1.1647 -1.8857 0.0551 0.16 0.01 -0.49 -0.409
S -1.6857 -2.5016 1.3725 0.07 0.07 0.06 1.300
O -3.0036 -3.0458 1.1757 0.02 -0.04 0.01 -0.790
O -1.6887 -1.2359 2.1978 0.12 0.14 0.16 -0.538
O -0.6950 -3.4441 1.8671 -0.02 -0.03 -0.05 -0.728
N 1.8136 -1.6197 -4.6152 0.01 0.11 0.04 -0.128
C 3.0561 -1.1060 -4.5062 0.03 -0.09 -0.09 0.392
O 3.7792 -0.9265 -5.4748 -0.01 0.06 0.03 -0.726
C 3.5532 -0.8036 -3.1193 0.08 0.09 0.00 0.693
C 4.8280 -0.2661 -2.9992 0.00 -0.04 0.03 -0.640
C 5.3261 0.0228 -1.7401 -0.01 -0.01 -0.02 -0.635
C 4.5232 -0.2422 -0.6404 0.02 0.06 -0.18 -0.491
N 3.2982 -0.7445 -0.7435 -0.03 -0.03 0.26 -0.109
C 2.8232 -1.0137 -1.9549 -0.03 -0.03 -0.02 -0.309
H 1.4340 -1.6926 -5.5443 0.00 -0.01 0.00 0.240
H 1.1648 -1.6337 -3.8456 0.02 0.00 -0.04 -0.107
H 5.3996 -0.0939 -3.9015 0.00 0.01 0.00 0.488
H 6.3162 0.4387 -1.6085 0.00 0.00 0.00 0.418
H 4.8759 -0.0359 0.3654 0.00 -0.01 0.00 0.375
H 1.8202 -1.4266 -1.9691 0.02 0.08 -0.01 0.137
Cl 1.2566 -3.9835 -1.0760 0.07 -0.01 -0.02 -0.143
C -0.3701 -4.1355 -1.7450 -0.10 -0.09 0.07 -0.197
Cl -0.7490 -2.8654 -2.9191 -0.09 0.04 -0.03 -0.090
H -1.0806 -4.0527 -0.9319 0.02 0.04 0.02 0.007
H -0.4299 -5.0870 -2.2588 -0.01 0.00 0.01 0.477
```
Positions in Å, forces in eV/Å.

Results
ΔE to the lowest compared entry with this formula, charge and spin	9.1	kJ/mol
spin multiplicity	4
charge	-1
M	768.4	u
Kohn-Sham gap (alpha / beta)	5.0 / 7.2	eV
expectation value of S²	3.81

---

C27H30Cl2N6O3ReSSe2 as an isolated structure at a distorted geometry. Source: OMol25; level of theory: ωB97M-V/def2-TZVPD.

```
72
Properties=species:S:1:pos:R:3:forces:R:3:mulliken_charge:R:1
Re -0.8139 0.1763 -0.1240 -0.35 0.81 -1.39 0.939
Se -1.7895 -2.2014 -3.2018 0.66 -0.16 -0.21 0.005
Se 0.0015 -3.7459 -3.4528 -0.89 0.90 0.47 0.064
C 0.1496 -4.3360 -1.6183 -0.80 1.03 1.48 0.514
C 1.0460 -5.3746 -1.4612 0.09 -0.28 1.23 -0.831
C 1.2557 -5.8612 -0.1673 0.31 -0.49 0.82 -0.369
C 0.4640 -5.3498 0.9042 1.85 -1.35 -2.11 -0.695
C -0.3946 -4.3374 0.6210 -0.94 0.11 0.81 -0.359
N -0.5419 -3.7662 -0.5785 0.54 -0.85 -1.55 -0.226
C -1.0331 -0.4065 -3.2977 0.33 1.44 0.66 -0.274
C -0.5801 0.0295 -4.5317 -1.39 -1.90 -0.32 -0.376
C -0.4265 1.3538 -4.8494 0.37 0.30 0.21 -0.582
C -0.7829 2.2809 -3.9029 -0.92 2.00 0.33 -0.843
C -1.0559 1.8461 -2.6151 -0.37 -1.00 -0.20 -0.296
N -1.1221 0.5373 -2.2723 0.21 -0.86 -0.78 -0.012
H 1.5489 -5.8057 -2.3064 0.23 -0.11 -0.22 0.420
H 2.0339 -6.6657 0.0273 -1.23 1.06 -0.33 0.390
H 0.5121 -5.8158 1.8581 0.06 -0.07 0.69 0.530
H -1.0442 -4.0817 1.4821 0.16 0.65 -0.88 0.341
H -0.6973 -0.7125 -5.3293 0.75 0.30 0.13 0.429
H -0.0607 1.5972 -5.8221 -0.16 0.40 -0.55 0.515
H -1.0335 3.3610 -4.1336 0.95 -1.37 0.19 0.445
H -1.3074 2.4917 -1.7946 0.08 0.49 0.01 0.855
Cl 0.3309 -1.2647 4.4010 -0.41 0.04 1.18 -0.202
C 1.1092 -1.7195 2.9774 0.10 0.08 0.46 1.057
C 2.2354 -2.5713 3.0051 -0.36 0.31 0.86 -0.494
C 2.9037 -2.8803 1.8739 -0.42 0.13 0.40 0.917
Cl 4.2625 -3.8823 1.9698 0.70 -0.52 -0.11 -0.228
C 2.4501 -2.3493 0.6624 0.78 0.02 -1.69 0.710
C 3.1699 -2.5634 -0.5691 -1.25 0.73 1.10 -1.040
C 2.6979 -1.9798 -1.7080 1.23 -0.55 -1.75 -1.286
C 1.5324 -1.2435 -1.7004 -0.07 0.05 1.44 -0.099
N 0.8559 -1.0311 -0.5773 -0.17 -0.01 0.93 0.737
C 1.3162 -1.5249 0.6476 0.31 -0.22 -0.88 -0.235
C 0.6123 -1.1749 1.8410 0.64 -0.70 -2.42 -0.752
O -0.4804 -0.4174 1.6911 0.04 -0.34 0.70 -0.324
H 2.5832 -2.9400 3.9638 -0.12 0.03 -0.06 0.518
H 4.0714 -3.1241 -0.4886 0.51 -0.37 -0.34 0.629
H 3.1796 -2.0608 -2.7209 -0.23 -0.14 1.38 0.395
H 1.2283 -0.8026 -2.6184 -0.57 0.37 -0.31 0.644
N -2.3203 -1.3890 -0.2051 -0.21 0.83 1.47 -0.414
C -3.2930 -1.1310 0.9317 -0.54 -0.31 -0.38 -0.568
C -4.0299 0.2190 0.7857 -0.86 -0.12 0.46 -0.710
C -3.1901 1.4209 1.1506 -0.36 -0.82 -1.01 0.271
O -3.5047 2.1670 2.0197 0.58 0.75 0.28 -0.509
O -2.1261 1.5686 0.3116 -0.19 0.06 0.69 -0.485
H -2.8950 -1.3890 -1.0186 -0.19 0.03 -0.92 0.319
H -1.8572 -2.3125 -0.1892 -0.09 0.03 0.03 0.384
H -2.6966 -1.0814 1.8617 -0.61 -0.55 -0.33 0.415
H -4.0856 -1.9352 0.8951 1.09 0.66 0.45 0.488
H -4.8545 0.2094 1.5377 0.49 -0.08 -0.69 0.363
H -4.4867 0.4378 -0.2122 0.40 -0.54 0.59 0.307
C 1.4804 5.6254 1.1698 0.77 -1.20 1.12 -1.114
N 1.0165 4.4492 0.3639 0.97 1.28 -1.34 0.011
C 1.7472 4.4348 -0.9513 -0.16 0.66 -0.87 -0.722
C 0.5595 3.3277 0.8852 -1.81 0.12 1.59 0.654
S 0.9453 1.8685 0.0065 0.41 -0.33 0.00 -0.410
N -0.2047 3.3522 2.0226 1.40 0.97 -1.91 0.254
C -0.1806 2.1947 2.8930 -1.87 1.28 1.26 -0.939
C -1.0082 4.5652 2.3994 0.12 -1.28 0.71 -1.168
H 0.9952 5.7782 2.1507 0.21 -0.35 -0.82 0.328
H 1.5241 6.5506 0.6377 -0.71 0.37 -0.72 0.367
H 2.5360 5.3939 1.3372 0.04 0.11 0.41 0.457
H 1.9672 5.4934 -1.1758 -0.35 -0.42 0.04 0.334
H 1.1209 4.0492 -1.8373 1.04 0.27 1.69 0.136
H 2.7749 3.9877 -0.8860 -1.18 -0.16 0.03 0.382
H 0.4022 1.4066 2.4749 0.13 -0.29 0.01 0.163
H -1.2427 1.9603 3.0951 0.54 -0.61 -0.27 0.289
H 0.1827 2.5178 3.8701 0.45 -0.12 -0.01 0.439
H -0.9924 5.2832 1.5996 -0.44 -0.06 -0.41 0.489
H -0.6680 5.0818 3.2942 0.65 -0.16 0.12 0.362
H -2.0024 4.2114 2.6980 0.03 0.02 -0.67 0.295
```
Positions in Å, forces in eV/Å.

Results
ΔE to the lowest compared entry with this formula, charge and spin	0.0	kJ/mol
spin multiplicity	4
charge	+2
M	933.7	u
Kohn-Sham gap (alpha / beta)	7.3 / 6.9	eV
expectation value of S²	3.77

---

C27H30Cl3GeO5PRuS2 as an isolated structure at a distorted geometry. Source: OMol25; level of theory: ωB97M-V/def2-TZVPD.

```
70
Properties=species:S:1:pos:R:3:forces:R:3:mulliken_charge:R:1
Ru 1.0420 -0.3056 1.9283 -0.70 0.41 -0.68 0.823
C -3.1413 3.6868 -2.2544 0.01 0.12 0.04 -0.664
O -2.9923 4.4961 -1.0971 -0.04 0.03 -0.04 -0.504
C -2.2120 4.0028 -0.1043 -0.01 -0.06 0.07 0.994
C -1.9757 4.8871 0.9739 -0.05 0.06 0.00 -1.096
C -1.1700 4.4769 1.9955 0.03 -0.01 0.04 -0.770
C -0.5616 3.2022 2.0138 0.01 -0.09 -0.09 0.304
C 0.3825 2.8290 3.0301 -0.01 0.13 0.05 0.800
C 0.5655 3.7129 4.2441 0.04 -0.01 -0.01 -1.753
O 1.1003 1.8221 2.9583 0.27 -0.25 0.06 -0.490
C -0.8577 2.2836 0.9637 -0.16 0.06 0.11 -1.142
O -0.4596 1.0656 0.9418 0.26 0.05 0.00 0.610
C -1.6857 2.7364 -0.1062 0.10 -0.11 -0.03 0.274
H -3.7090 4.2784 -2.9681 -0.01 0.02 0.00 0.312
H -3.6841 2.7640 -2.0375 0.00 -0.03 0.02 0.314
H -2.1727 3.4255 -2.6822 -0.11 0.15 0.13 0.235
H -2.4330 5.8681 0.9618 0.03 -0.04 -0.02 0.422
H -0.9783 5.1651 2.8098 0.01 -0.02 -0.01 0.379
H 1.0308 4.6571 3.9518 -0.04 0.01 0.04 0.416
H 1.2130 3.1994 4.9500 0.00 -0.02 -0.02 0.340
H -0.3934 3.9264 4.7178 0.02 0.01 -0.03 0.393
H -1.8768 2.0229 -0.8982 0.00 0.06 0.08 0.002
C 2.2483 -5.7250 -0.1818 0.07 0.07 0.04 -1.366
C 1.9866 -4.2527 0.0585 0.10 0.02 -0.05 0.214
O 2.6505 -3.8854 1.2722 -0.14 -0.08 0.15 -0.231
P 2.2557 -2.6247 2.2296 0.64 -0.14 -0.21 0.691
S -0.3586 -1.6899 0.2504 0.45 -0.20 0.02 -0.551
S 3.4242 -1.0521 1.6225 -0.59 0.12 0.04 -0.576
O 3.0081 -3.1424 3.5675 -0.16 -0.07 0.04 -0.372
C 2.3030 -3.9389 4.5405 -0.10 -0.03 -0.12 -0.055
C 1.6660 -5.1879 3.9582 0.04 0.07 -0.03 -1.023
H 1.7465 -6.0485 -1.0970 0.02 0.01 0.04 0.387
H 1.8704 -6.3125 0.6567 -0.01 -0.02 -0.05 0.302
H 3.3193 -5.9149 -0.2809 -0.05 -0.01 0.00 0.302
H 0.9220 -4.0496 0.1278 -0.09 0.04 0.06 0.207
H 2.3846 -3.6441 -0.7576 -0.02 0.05 0.00 0.182
H 1.5475 -3.3213 5.0257 -0.02 0.05 0.00 0.137
H 3.0601 -4.2019 5.2773 0.04 0.01 0.02 0.338
H 0.8678 -4.9251 3.2597 0.01 -0.04 0.04 0.221
H 1.2242 -5.7762 4.7659 0.01 0.02 -0.02 0.451
H 2.4051 -5.7933 3.4318 -0.02 -0.01 0.01 0.237
C -3.0365 1.5868 -5.2358 0.09 0.04 0.02 -0.463
C -3.7868 0.5530 -4.6925 -0.01 -0.02 0.05 -0.552
C -3.3217 -0.1398 -3.5851 -0.05 -0.02 -0.04 -0.576
C -2.0940 0.1672 -2.9878 0.13 0.01 -0.02 0.807
C -1.3578 1.2270 -3.5389 0.00 -0.22 -0.07 -0.148
C -1.8219 1.9191 -4.6480 0.01 -0.18 -0.09 -0.570
C -1.6984 -0.5907 -1.7861 0.03 0.07 -0.04 -1.133
C -0.4811 -0.7580 -1.2401 -0.24 0.16 0.15 0.491
C 0.7777 -0.2735 -1.8672 0.03 -0.20 -0.01 -0.619
C 1.2384 -0.8947 -3.0272 0.01 -0.02 -0.03 -0.014
C 2.4206 -0.4893 -3.6281 0.01 0.03 0.03 -0.860
C 3.1659 0.5460 -3.0755 -0.03 -0.02 -0.03 -0.481
C 2.7151 1.1663 -1.9198 0.00 -0.06 0.00 -1.012
C 1.5317 0.7564 -1.3189 0.21 0.20 -0.06 0.955
H -3.3949 2.1329 -6.1000 0.00 -0.01 0.02 0.377
H -4.7420 0.2894 -5.1308 0.01 -0.02 0.01 0.388
H -3.9158 -0.9448 -3.1661 0.00 0.03 0.00 0.400
H -0.4244 1.5252 -3.0827 0.02 0.00 0.00 0.496
H -1.2313 2.7351 -5.0485 -0.01 -0.01 0.01 0.347
H -2.5188 -1.0591 -1.2496 -0.03 0.05 -0.06 0.275
H 0.6566 -1.7004 -3.4606 0.00 0.01 0.03 0.452
H 2.7613 -0.9884 -4.5275 0.01 0.02 0.01 0.412
H 4.0905 0.8649 -3.5410 0.00 -0.02 0.00 0.381
H 3.2907 1.9664 -1.4678 -0.03 -0.02 -0.04 0.430
H 1.1789 1.2678 -0.4360 -0.03 -0.03 0.01 0.248
Cl 1.1085 -0.6717 4.5876 0.00 0.05 0.31 -0.414
Ge -1.0327 -0.8111 3.6007 0.09 -0.22 0.33 0.537
Cl -2.0311 0.6411 4.9640 -0.05 0.05 -0.07 -0.414
Cl -1.6089 -2.7393 4.5893 -0.03 0.03 -0.09 -0.435
```
Positions in Å, forces in eV/Å.

Results
ΔE to the lowest compared entry with this formula, charge and spin	110.1	kJ/mol
spin multiplicity	6
charge	-1
M	809.7	u
Kohn-Sham gap (alpha / beta)	7.2 / 6.0	eV
expectation value of S²	8.79

---

C27H30HgNOPSi as an isolated structure at a distorted geometry. Source: OMol25; level of theory: ωB97M-V/def2-TZVPD.

```
62
Properties=species:S:1:pos:R:3:forces:R:3:mulliken_charge:R:1
Hg 1.9326 -1.2876 -0.6148 1.12 0.72 -0.51 0.122
C -0.8429 -3.8224 5.9526 0.50 0.46 0.66 -0.495
C -0.1195 -4.4273 4.9260 -0.92 0.14 -0.42 -0.558
C 0.2585 -3.6942 3.8093 -0.20 -0.05 0.32 -0.313
C 0.0087 -2.3258 3.7571 0.15 0.48 -0.20 0.258
C -0.5631 -1.6843 4.8287 -0.56 -0.41 1.49 -0.323
C -0.9591 -2.4366 5.9472 -0.18 -0.25 -0.83 -0.483
P 0.6020 -1.4190 2.3008 -0.34 1.32 -0.36 0.004
C -0.4411 0.1211 2.1728 1.07 0.99 1.54 0.670
C 0.2077 1.1939 2.8471 0.19 -1.66 -0.13 -0.506
C -0.3971 2.3993 3.0222 0.11 1.28 0.50 -0.355
C -1.6146 2.6689 2.4013 0.56 -0.86 -1.17 -0.571
C -2.1559 1.7033 1.5447 -0.63 -0.19 0.64 -0.411
C -1.6616 0.3991 1.5669 0.94 -0.08 0.12 -0.409
C -0.2487 -2.3469 1.0591 -0.40 -1.43 -1.63 0.448
C -1.5588 -2.8005 1.2257 0.43 -0.52 -0.57 -0.262
C -2.1247 -3.6008 0.2277 -1.42 0.19 1.29 -0.769
C -1.3803 -4.0567 -0.8342 -0.20 0.15 -0.04 -0.413
C -0.0574 -3.6702 -0.9614 -0.76 0.29 0.65 -0.363
C 0.4658 -2.7337 -0.1101 -0.58 0.09 1.73 -0.598
H -1.2730 -4.3802 6.7995 0.43 0.12 -0.54 0.329
H -0.0293 -5.4915 4.9150 0.24 -0.56 0.01 0.381
H 0.6463 -4.1724 2.9177 0.24 -0.16 0.18 0.343
H -0.8005 -0.6286 4.8629 0.28 0.09 -0.36 0.340
H -1.4467 -1.9405 6.7603 -0.25 0.22 0.36 0.384
H 1.1930 0.9851 3.2786 -0.28 0.26 -0.14 0.333
H 0.1413 3.1708 3.6020 -0.55 -0.37 -0.36 0.335
H -2.0207 3.6473 2.4490 -0.42 0.70 0.04 0.388
H -3.0290 1.8765 0.9047 0.26 0.23 0.49 0.339
H -2.1839 -0.4118 1.1108 -0.35 -0.15 -0.63 0.369
H -2.1185 -2.5752 2.1268 -0.01 0.03 -0.04 0.542
H -3.1856 -3.8978 0.4006 0.90 0.14 -0.53 0.267
H -1.8565 -4.6313 -1.6020 -0.07 -0.59 -0.19 0.405
H 0.5816 -4.1503 -1.6327 0.70 -0.37 -1.56 0.526
O 5.5003 -1.7178 -2.4934 0.44 0.40 0.76 -0.614
H 5.4858 -1.2354 -3.3169 -0.16 0.14 -0.46 0.310
H 5.7900 -1.0358 -1.8571 -0.33 -0.54 -0.29 0.310
C -1.0556 2.2962 -5.1867 -0.06 0.58 -1.15 -1.042
Si -0.5157 1.1365 -3.8397 1.12 1.50 3.26 -0.003
C -0.0031 -0.4132 -4.6818 1.03 -0.76 -0.60 -1.068
C -2.0152 0.8117 -2.6151 0.12 0.83 -0.58 -0.591
N 0.8511 1.7419 -2.9281 -2.30 -2.93 -2.31 -0.251
C 1.3131 2.8153 -2.4058 1.13 2.47 1.32 -0.015
C 0.5930 4.0695 -2.1270 -0.76 -1.06 -1.12 0.065
C 1.1347 5.0707 -1.3677 1.58 -0.34 0.52 -0.553
C 2.4397 4.9203 -0.8315 -0.44 -0.62 -0.34 -0.477
C 3.2180 3.7815 -1.1282 -0.27 0.47 -0.26 -0.466
C 2.7085 2.8324 -1.9788 -0.46 -0.59 0.08 -0.362
H -1.9429 1.8623 -5.6699 0.08 0.12 -0.15 0.327
H -0.2580 2.4091 -5.9744 -0.67 -0.20 0.72 0.268
H -1.3276 3.3168 -4.8717 0.15 -0.39 0.11 0.271
H -0.2152 -0.2699 -5.7515 -0.09 -0.43 0.13 0.322
H -0.3585 -1.3904 -4.3238 -0.18 0.38 -0.13 0.320
H 1.1037 -0.4366 -4.5949 -0.50 0.02 -0.03 0.271
H -2.8958 0.4244 -3.1816 0.57 -0.35 0.66 0.330
H -2.3608 1.8200 -2.2782 0.40 -0.59 0.01 0.212
H -1.6888 0.2298 -1.7103 -0.54 0.29 -0.98 -0.029
H -0.4304 4.1791 -2.5636 0.82 -0.17 0.47 0.127
H 0.6010 5.9885 -1.1449 -0.16 -0.07 -0.06 0.348
H 2.8093 5.6445 -0.1640 0.46 0.93 0.71 0.376
H 4.2396 3.6150 -0.7333 -0.65 0.45 -0.14 0.278
H 3.3111 1.9536 -2.2419 -0.34 0.23 0.08 0.381
```
Positions in Å, forces in eV/Å.

Results
spin multiplicity	2
charge	-1
M	644.2	u
Kohn-Sham gap (alpha / beta)	5.1 / 4.4	eV
expectation value of S²	0.76